Below is a single C2H3N3O2 molecule, with properties calculated with ωB97M-V/def2-TZVPD.

Values from the calculation:
- lowest unoccupied orbital energy (eV) = 0.5
- charge = 0
- energy relative to the best compared isomer or geometry (same formula, charge and spin) (kcal/mol) = 32.7
- Kohn-Sham gap (Eh) = 0.3568
- HOMO energy (eV) = -9.232

Cartesian coordinates (Å):
C  0.878  -0.295  -0.053
C  -1.324  -0.497  -0.027
H  1.921  -1.638  -0.105
H  -1.518  1.610  0.299
H  0.974  1.776  0.117
N  -0.058  -1.228  -0.181
N  -0.965  0.895  -0.081
N  0.405  0.976  -0.118
O  2.140  -0.691  0.095
O  -2.452  -0.909  0.054

Atomic partial charges in e from the Mulliken method, atoms 1 to 2:
1. C 0.548
2. C 0.342

=====

Below is 40 unconnected molecules or ions with the total composition H80O40, with properties calculated with ωB97M-V/def2-TZVPD.

Values from the calculation:
- lowest unoccupied orbital energy (eV) = -0.5
- charge = 0
- energy relative to the best compared isomer or geometry (same formula, charge and spin) (kcal/mol) = 195.6
- Kohn-Sham gap (Eh) = 0.3495
- HOMO energy (eV) = -10.010

Cartesian coordinates (Å):
H  1.429  3.272  3.794
H  0.386  2.180  3.961
O  0.466  3.144  3.868
H  -2.968  3.609  3.072
H  -1.848  2.738  3.518
O  -2.787  2.692  3.298
H  -4.059  -2.250  -3.166
H  -3.882  -3.691  -3.798
O  -4.285  -2.827  -3.906
H  3.447  -3.142  2.825
H  2.401  -4.251  3.361
O  2.602  -3.328  3.239
H  3.237  0.562  2.209
H  2.080  -0.118  3.081
O  2.478  -0.052  2.206
H  0.113  -0.205  1.501
O  -0.013  -0.651  2.337
H  3.352  -3.988  -1.254
O  3.759  -3.317  -0.686
H  1.463  -4.719  -2.786
H  0.171  -4.729  -3.522
O  0.922  -5.307  -3.338
H  -3.630  -2.947  3.488
H  -4.560  -4.163  3.607
O  -4.465  -3.314  3.198
H  0.027  0.904  6.606
H  -0.247  0.399  5.160
O  0.471  0.564  5.823
H  4.283  1.743  3.808
H  5.593  1.090  3.995
O  4.651  0.901  4.086
H  5.354  -1.246  3.997
O  5.168  -1.690  3.177
H  -6.116  -2.174  -0.900
H  -5.273  -1.116  -0.198
O  -5.536  -1.425  -1.060
H  -1.491  -0.269  3.591
H  -2.364  0.788  4.288
O  -1.706  0.115  4.459
H  1.068  2.851  -4.987
H  1.441  1.560  -4.369
O  1.679  2.115  -5.114
H  -6.542  2.408  -0.336
H  -5.147  2.522  -0.998
O  -5.603  2.434  -0.158
H  0.832  3.211  0.561
H  -0.107  2.009  0.180
O  0.520  2.668  -0.130
H  -1.926  0.674  -1.414
H  -1.051  -0.277  -0.492
O  -1.500  0.571  -0.545
H  -2.250  -0.417  -3.016
O  -2.822  -0.832  -2.360
H  0.828  -6.235  1.514
H  1.785  -5.471  2.334
O  0.890  -5.769  2.359
H  3.071  0.483  -5.323
O  3.789  0.000  -4.919
H  -2.954  2.712  0.960
H  -3.638  4.051  0.574
O  -3.054  3.363  0.245
H  -2.619  -2.571  1.363
H  -3.160  -1.089  1.098
O  -2.707  -1.858  0.731
H  -4.586  1.792  -3.617
H  -3.213  2.173  -4.052
O  -3.704  1.408  -3.721
H  0.123  3.333  -2.299
H  -0.409  2.012  -1.665
O  -0.065  2.431  -2.574
H  -2.431  0.686  1.008
H  -3.843  1.235  0.840
O  -3.268  0.799  1.485
H  -2.684  4.360  -3.100
H  -1.321  4.603  -2.349
O  -1.826  4.782  -3.121
H  2.895  4.011  -3.429
H  2.250  3.496  -2.207
O  2.377  4.323  -2.678
H  5.197  3.213  -2.298
H  4.791  1.673  -2.687
O  4.566  2.496  -2.258
H  1.722  -1.263  5.353
H  0.624  -1.647  4.554
O  1.476  -1.206  4.425
H  0.214  -0.608  -2.535
H  0.657  0.487  -3.286
O  0.366  -0.399  -3.480
H  -1.445  -4.018  -0.689
O  -1.806  -3.534  -1.439
H  5.062  -0.342  0.520
H  6.119  0.736  0.429
O  5.989  -0.205  0.282
H  -3.583  -0.278  -2.199
H  0.863  -0.919  2.688
H  3.697  -0.951  -4.895
H  3.981  -2.772  -1.456
H  5.391  -1.258  2.392
H  -2.480  -2.981  -1.026
O  -4.113  -0.560  -5.563
H  -3.890  -1.447  -5.257
H  -4.452  -0.010  -4.859
O  0.112  -1.653  -1.122
H  -0.343  -2.106  -0.394
H  0.807  -1.149  -0.656
O  1.789  -2.781  -2.609
H  1.454  -2.029  -3.106
H  1.252  -2.972  -1.833
O  -1.463  -4.434  2.021
H  -1.573  -5.186  2.625
H  -0.498  -4.448  2.224
O  1.819  4.746  0.794
H  1.466  5.264  1.522
H  1.707  5.194  -0.052
O  3.050  2.860  2.101
H  2.386  2.720  1.475
H  2.994  3.220  2.956
O  2.147  1.043  -1.715
H  2.554  1.275  -2.553
H  1.652  1.891  -1.612

Atomic partial charges in e from the Mulliken method, atoms 1 to 2:
1. H 0.149
2. H 0.337

=====

Below is a single ClH3N2S molecule, with properties calculated with ωB97M-V/def2-TZVPD.

Values from the calculation:
- lowest unoccupied orbital energy (eV) = -0.1
- charge = 0
- energy relative to the best compared isomer or geometry (same formula, charge and spin) (kcal/mol) = 16.6
- Kohn-Sham gap (Eh) = 0.3504
- HOMO energy (eV) = -9.664

Cartesian coordinates (Å):
N  1.084  1.106  -0.205
N  -0.491  -0.653  -0.207
S  -0.082  0.623  -1.105
Cl  -1.952  1.733  -0.651
H  1.365  2.037  -0.474
H  -1.511  -0.792  0.016
H  0.084  -0.654  0.914

Atomic partial charges in e from the Mulliken method, atoms 1 to 2:
1. N -0.553
2. N -0.548

=====

Below is 2 unconnected molecules or ions with the total composition C9H14, with properties calculated with ωB97M-V/def2-TZVPD.

Values from the calculation:
- lowest unoccupied orbital energy (eV) = 1.0
- charge = 0
- energy relative to the best compared isomer or geometry (same formula, charge and spin) (kcal/mol) = 19.5
- Kohn-Sham gap (Eh) = 0.3676
- HOMO energy (eV) = -8.971

Cartesian coordinates (Å):
C  1.089  1.761  -1.223
C  -0.013  -1.831  -1.216
C  1.085  -2.460  -0.541
C  -0.022  -0.482  -1.419
C  1.135  0.279  -1.111
C  2.073  -1.655  -0.011
C  2.174  -0.310  -0.447
H  -0.901  -2.417  -1.462
H  0.966  -3.476  -0.198
H  -0.946  0.011  -1.735
H  2.814  -2.134  0.611
H  1.962  2.289  -0.812
H  0.266  2.166  -0.645
H  3.018  0.326  -0.191
H  1.129  1.983  -2.287
C  -2.565  0.481  1.993
C  -1.370  1.022  1.221
H  -2.791  -0.522  1.638
H  -2.317  0.324  3.044
H  -3.464  1.072  1.708
H  -0.443  0.848  1.806
H  -1.493  2.095  1.057
H  -1.385  0.629  0.218

Atomic partial charges in e from the Mulliken method, atoms 1 to 2:
1. C -1.227
2. C -0.335

=====

Below is 15 unconnected molecules or ions with the total composition C5H37O16, with properties calculated with ωB97M-V/def2-TZVPD.

Values from the calculation:
- lowest unoccupied orbital energy (eV) = 2.5
- charge = -1
- energy relative to the best compared isomer or geometry (same formula, charge and spin) (kcal/mol) = 111.5
- Kohn-Sham gap (Eh) = 0.2745
- HOMO energy (eV) = -5.015

Cartesian coordinates (Å):
C  1.183  0.667  -0.794
O  0.176  -0.378  -0.571
C  1.337  1.546  0.422
C  0.192  2.495  0.831
C  -1.043  1.881  1.422
C  -2.153  2.575  1.698
O  -3.242  1.872  1.747
H  1.999  0.005  -1.100
H  0.798  1.183  -1.646
H  2.240  2.221  0.485
H  1.351  0.806  1.163
H  0.703  3.251  1.526
H  -0.103  3.121  -0.023
H  -1.044  0.911  1.282
H  -0.665  0.024  -0.284
H  -2.301  3.695  1.873
H  2.606  -1.937  -0.470
H  3.038  -1.704  -1.902
O  2.486  -2.196  -1.355
H  -1.277  -1.075  2.044
H  -1.928  -2.447  2.560
O  -1.125  -1.870  2.473
H  0.748  -1.255  2.353
H  0.857  -1.137  0.913
O  1.370  -1.455  1.702
H  3.100  -2.830  2.551
H  3.034  -1.576  1.624
O  3.665  -2.340  1.927
H  4.111  1.285  -1.353
H  3.645  0.424  -2.312
O  4.549  0.583  -1.782
H  -4.815  0.556  -1.322
H  -4.008  -1.130  1.464
O  -3.353  -0.639  1.035
H  -1.026  -0.904  -1.970
H  -2.384  -0.885  -2.614
O  -1.545  -0.485  -2.735
H  0.854  0.558  4.017
H  -0.627  1.128  3.692
O  -0.115  0.408  4.178
H  -2.238  2.189  -0.931
H  -1.889  3.489  -0.332
O  -1.786  2.996  -1.169
H  -0.168  0.490  -3.853
H  0.065  -0.784  -4.928
O  0.302  0.063  -4.684
H  0.693  -3.840  2.313
H  1.063  -3.786  0.851
O  0.942  -4.361  1.572
H  -3.803  -0.534  -0.707
H  -3.281  0.446  1.216
O  -4.324  -0.181  -1.493
H  1.197  -3.871  -0.722
H  0.227  -2.976  -1.454
O  0.275  -3.888  -1.077
H  1.069  3.555  -2.177
H  -0.305  3.007  -2.388
O  0.673  3.033  -2.789

Atomic partial charges in e from the Mulliken method, atoms 1 to 2:
1. C 1.215
2. O -0.135

=====

Below is a gas-phase ion, C3H11ClNSi (charge +1), with properties calculated with ωB97M-V/def2-TZVPD.

Values from the calculation:
- lowest unoccupied orbital energy (eV) = -3.3
- charge = +1
- energy relative to the best compared isomer or geometry (same formula, charge and spin) (kcal/mol) = 9.9
- Kohn-Sham gap (Eh) = 0.4204
- HOMO energy (eV) = -14.758

Cartesian coordinates (Å):
C  1.632  -0.903  -1.381
C  1.364  -0.273  1.646
C  -1.555  -0.208  -0.457
N  -2.308  1.000  0.199
Si  0.679  0.053  -0.108
Cl  0.519  2.124  -0.023
H  2.742  -1.025  -1.048
H  1.220  -1.968  -1.544
H  1.664  -0.426  -2.449
H  1.039  -1.059  2.186
H  2.483  -0.466  1.430
H  1.376  0.613  2.241
H  -2.008  -1.202  -0.271
H  -1.780  -0.076  -1.491
H  -1.446  1.808  0.272
H  -3.115  1.262  -0.397
H  -2.506  0.745  1.195

Atomic partial charges in e from the Mulliken method, atoms 1 to 2:
1. C -0.903
2. C -1.068

=====

Below is a gas-phase ion, CH3O4S2 (charge -1), with properties calculated with ωB97M-V/def2-TZVPD.

Values from the calculation:
- lowest unoccupied orbital energy (eV) = 3.7
- charge = -1
- energy relative to the best compared isomer or geometry (same formula, charge and spin) (kcal/mol) = 24.6
- Kohn-Sham gap (Eh) = 0.2922
- HOMO energy (eV) = -4.291

Cartesian coordinates (Å):
C  -0.060  0.313  0.214
O  2.368  0.502  -1.473
O  1.282  0.542  0.779
O  2.219  -1.553  -0.121
O  -0.431  -1.038  0.106
S  4.479  0.145  0.434
S  2.515  -0.118  -0.170
H  0.162  0.572  -0.802
H  -0.683  0.948  0.724
H  0.346  -1.605  -0.272

Atomic partial charges in e from the Mulliken method, atoms 1 to 2:
1. C -0.332
2. O -0.586

=====

Below is a molecular structure, C41H59BrN6O2SSi2Ti, with properties calculated with ωB97M-V/def2-TZVPD.

Values from the calculation:
- lowest unoccupied orbital energy (eV) = -0.8
- charge = 0
- energy relative to the best compared isomer or geometry (same formula, charge and spin) (kcal/mol) = 14.8
- Kohn-Sham gap (Eh) = 0.2308
- HOMO energy (eV) = -7.124

Cartesian coordinates (Å):
Ti  0.482  -0.660  -0.138
O  2.000  1.748  -4.247
C  2.865  2.306  -3.354
C  4.132  2.739  -3.732
C  4.983  3.290  -2.790
C  4.579  3.416  -1.465
C  3.317  2.976  -1.102
C  2.448  2.422  -2.033
C  1.120  1.844  -1.591
O  1.329  0.737  -0.751
N  0.413  2.854  -0.834
N  -0.361  2.506  0.200
C  -1.052  3.387  0.798
C  -1.828  3.102  2.007
Br  -2.316  1.293  2.281
C  -2.208  4.083  2.819
C  -2.987  4.017  4.074
C  -2.630  3.173  5.122
C  -3.378  3.140  6.290
C  -4.494  3.956  6.429
C  -4.847  4.817  5.398
C  -4.093  4.851  4.234
H  2.421  1.688  -5.111
H  4.450  2.631  -4.764
H  5.968  3.621  -3.094
H  5.243  3.844  -0.727
H  2.988  3.051  -0.072
H  0.548  1.511  -2.452
H  0.365  3.785  -1.227
H  -1.065  4.427  0.460
H  -1.923  5.083  2.493
H  -1.752  2.546  5.021
H  -3.089  2.475  7.095
H  -5.082  3.926  7.338
H  -5.709  5.464  5.501
H  -4.370  5.524  3.430
C  -1.968  -2.850  2.652
C  -1.102  -1.859  1.957
N  -1.240  -1.575  0.699
N  -2.221  -2.175  0.013
C  -2.627  -1.410  -1.013
N  -3.502  -2.050  -1.828
S  -2.194  0.199  -1.331
C  -0.242  -0.918  2.702
C  -0.263  -0.812  4.080
C  0.363  0.277  4.670
C  1.004  1.218  3.881
C  1.047  1.001  2.519
N  0.453  -0.047  1.954
H  -2.346  -3.568  1.932
H  -2.827  -2.352  3.113
H  -1.409  -3.370  3.434
H  -3.889  -2.923  -1.508
H  -4.030  -1.488  -2.471
H  -0.784  -1.548  4.674
H  0.337  0.396  5.745
H  1.476  2.092  4.308
H  1.574  1.665  1.847
C  -0.698  -4.645  -4.301
Si  -0.297  -2.870  -4.660
C  -1.711  -2.079  -5.561
C  1.249  -2.745  -5.683
C  0.002  -2.030  -3.071
C  0.201  -1.522  -1.979
H  -0.966  -5.176  -5.219
H  -1.542  -4.705  -3.607
H  0.151  -5.156  -3.840
H  -1.814  -2.520  -6.557
H  -1.559  -1.002  -5.671
H  -2.646  -2.232  -5.014
H  1.135  -3.271  -6.635
H  2.103  -3.173  -5.151
H  1.476  -1.696  -5.896
C  0.793  -4.490  -0.474
C  2.264  -4.074  -0.682
C  3.134  -5.267  -0.249
C  2.514  -3.939  -2.193
Si  2.611  -2.387  0.263
C  3.036  -2.890  2.124
C  4.332  -3.695  2.318
C  1.873  -3.748  2.657
C  3.198  -1.693  3.075
C  4.121  -1.462  -0.527
C  3.811  -0.965  -1.958
C  5.391  -2.319  -0.626
C  4.438  -0.223  0.328
H  0.586  -5.392  -1.067
H  0.087  -3.729  -0.798
H  0.577  -4.734  0.569
H  2.911  -6.108  -0.919
H  2.929  -5.609  0.762
H  4.204  -5.064  -0.331
H  2.145  -4.849  -2.688
H  3.580  -3.867  -2.415
H  2.006  -3.089  -2.639
H  4.404  -4.589  1.705
H  4.383  -4.011  3.370
H  5.216  -3.085  2.132
H  1.858  -4.740  2.215
H  0.894  -3.301  2.470
H  1.981  -3.877  3.743
H  4.186  -1.242  2.987
H  3.098  -2.037  4.114
H  2.477  -0.912  2.921
H  3.861  -1.769  -2.689
H  4.564  -0.217  -2.243
H  2.833  -0.499  -2.055
H  5.228  -3.239  -1.189
H  5.798  -2.590  0.346
H  6.165  -1.747  -1.156
H  3.559  0.409  0.479
H  5.192  0.390  -0.183
H  4.841  -0.492  1.306

Atomic partial charges in e from the Mulliken method, atoms 1 to 2:
1. Ti -0.070
2. O -0.567

=====

These records have molar mass values of 101.065, 720.600, 98.558, 122.211, 353.335, 124.667, 143.165, 883.973 Da, in the order they appear.
These records have largest force on an atom values of 2.7, 4.4, 5.6, 2.1, 6.0, 4.6, 5.9, 1.2 eV Å⁻¹, in the order they appear.